Below is a structure of composition C49H44ClNO4P2Zn, with properties calculated with wB97M-V/def2-TZVPD.

Output
* ΔE to the lowest compared entry with this formula, charge and spin: 200.5 kJ/mol
* DFT total energy: -5171.5653 Eh
* multiplicity: 1

CARTESIAN COORDINATES (ANGSTROEM)
Zn -0.9865 0.9258 -0.7669
C 1.7058 -0.0580 2.1573
N 1.8089 -1.4758 2.3427
C 0.9211 -2.0793 3.3540
P -0.8655 -1.9968 2.7286
C -1.8044 -2.5530 4.1625
C -3.1865 -2.4498 4.1290
C -3.9538 -2.8926 5.1373
C -3.3737 -3.2622 6.4016
C -1.9913 -3.1810 6.5246
C -1.2162 -2.9267 5.3861
C -1.0143 -3.4525 1.5201
C -2.0335 -3.2696 0.5727
C -2.1767 -4.2110 -0.4493
C -1.5227 -5.4520 -0.4099
C -0.5481 -5.6479 0.5826
C -0.2845 -4.6494 1.5463
C 3.0707 -2.0894 2.2759
C 3.0659 -3.3720 1.7656
C 4.2091 -4.0860 1.5222
C 5.4709 -3.4689 1.6454
C 5.4759 -2.1545 2.1089
C 4.3468 -1.4929 2.5353
P 1.3417 0.4464 0.3959
C 2.2911 1.9984 0.2051
C 2.1723 3.0881 1.1387
C 2.5988 4.3582 0.8727
C 3.3001 4.6180 -0.2635
C 3.4218 3.5878 -1.2180
C 2.9520 2.3008 -1.0125
C 2.2363 -0.8382 -0.4556
C 3.6056 -0.9286 -0.5979
C 4.0741 -2.0436 -1.2966
C 3.2491 -3.0530 -1.7929
C 1.9026 -2.9568 -1.5820
C 1.3670 -1.8421 -0.9359
H 2.6601 0.4970 2.5438
H 0.9214 0.3639 2.7443
H 1.0707 -1.5860 4.3274
H 1.2117 -3.1193 3.4864
H -3.5757 -2.2564 3.1349
H -5.0247 -2.7768 5.1068
H -3.9284 -3.4921 7.3002
H -1.5093 -3.3468 7.4681
H -0.1829 -2.9764 5.5526
H -2.7740 -2.4442 0.5726
H -3.0211 -4.1521 -1.1121
H -1.7599 -6.2906 -1.0508
H -0.0001 -6.5418 0.7200
H 0.4825 -4.7819 2.2631
H 2.0683 -3.7570 1.4688
H 4.1730 -5.0975 1.0766
H 6.3758 -3.9647 1.4416
H 6.3346 -1.5274 2.0375
H 4.5485 -0.4753 2.7655
H 1.6316 2.8991 2.0334
H 2.4182 5.1441 1.5623
H 3.5741 5.6247 -0.6487
H 3.9331 3.7876 -2.1791
H 2.9987 1.4790 -1.7470
H 4.3043 -0.0428 -0.4181
H 5.1242 -2.0576 -1.4743
H 3.6671 -3.8324 -2.4085
H 1.2793 -3.7827 -1.8870
H 0.2917 -1.7493 -0.8355
Cl 1.1455 6.9175 -4.0238
C 0.6981 5.3532 -3.4704
C 0.8836 4.3007 -4.3521
C 0.6097 3.0280 -3.9567
C 0.0273 2.7449 -2.6778
O -0.2574 1.5513 -2.3729
C -0.0439 3.8589 -1.7399
C -0.6627 3.7344 -0.4473
O -1.2662 2.7567 -0.0221
C 0.3039 5.1101 -2.1881
H 1.3142 4.4218 -5.3015
H 0.8910 2.1859 -4.5210
H -0.8207 4.6958 0.0808
H 0.1463 5.9354 -1.4426
C -3.2955 5.1509 -3.7308
C -3.3906 3.7749 -3.1174
C -3.8036 3.5571 -1.7909
C -3.8895 2.2579 -1.2891
C -4.3456 2.0111 0.1278
C -3.4974 1.1848 -2.1189
C -3.1632 1.3543 -3.4340
C -2.8834 0.1882 -4.4034
C -3.0435 2.6970 -3.8716
C -3.4630 -0.1691 -1.4473
O -4.4479 -0.8782 -1.4439
O -2.3782 -0.3877 -0.7779
H -4.0134 5.8339 -3.2108
H -3.3728 5.1467 -4.8130
H -2.2722 5.5325 -3.6507
H -4.0632 4.4188 -1.1921
H -3.8118 1.1682 0.6420
H -5.3754 1.6914 0.1007
H -4.2608 2.9945 0.7557
H -3.7152 -0.0095 -5.0810
H -2.5997 -0.6903 -3.9316
H -2.0752 0.6077 -5.0526
H -2.7304 2.7862 -4.9091

***

Below is a structure of composition C5H6N, with properties calculated with wB97M-V/def2-TZVPD.

Output
* ΔE to the lowest compared entry with this formula, charge and spin: 904.7 kJ/mol
* DFT total energy: -248.2711 Eh
* charge: +1
* multiplicity: 1

CARTESIAN COORDINATES (ANGSTROEM)
C 0.6522 -0.7116 1.3384
C 0.8282 -0.8460 -0.0834
C 1.5867 0.4556 0.6498
C 0.6743 0.5041 -0.5891
C -1.7492 -0.3316 -0.3676
N -0.4652 0.1399 0.1185
H 1.5242 1.1782 1.3957
H 2.6862 0.1826 0.4336
H 0.5023 0.7082 -1.6301
H -1.7174 -0.4479 -1.4370
H -2.0020 -1.1752 0.1457
H -2.5204 0.3437 0.0255

***

Calculated Kohn-Sham gap, 7.581, 9.700 eV (same order as the records).
Calculated highest occupied orbital energy, -7.8, -16.0 eV (same order as the records).
Calculated E_LUMO, -0.010, -0.230 hartree (same order as the records).